{
  "formula": "C53H55AgN7P2",
  "method": "ωB97M-V with the def2-TZVPD basis set",
  "lumo_energy_ev": 2.053,
  "charge": -1,
  "species": ["Ag", "C", "N", "C", "C", "N", "C", "C", "C", "C", "C", "C", "N", "C", "N", "C", "C", "C", "C", "C", "C", "N", "H", "H", "H", "H", "H", "H", "H", "H", "H", "H", "H", "H", "H", "H", "H", "C", "N", "P", "C", "C", "C", "C", "C", "C", "C", "C", "C", "C", "C", "C", "P", "C", "C", "C", "C", "C", "C", "C", "C", "C", "C", "C", "C", "H", "H", "H", "H", "H", "H", "H", "H", "H", "H", "H", "H", "H", "H", "H", "H", "H", "H", "H", "H", "H", "H", "H", "C", "C", "C", "C", "C", "C", "C", "C", "C", "C", "C", "C", "N", "H", "H", "H", "H", "H", "H", "H", "H", "H", "H", "H", "H", "H", "H", "H", "H", "H"],
  "coordinates": [[-0.73, -0.73, 0.02], [2.69, 0.13, 1.34], [1.91, 0.58, 0.21], [2.66, 0.86, -0.99], [1.80, 0.66, -2.20], [0.62, 0.12, -2.21], [0.26, 0.05, -3.55], [-0.86, -0.52, -4.15], [-0.95, -0.47, -5.53], [0.05, 0.12, -6.31], [1.19, 0.66, -5.74], [1.27, 0.60, -4.35], [2.25, 0.99, -3.45], [1.75, -0.11, 2.49], [0.47, -0.30, 2.38], [0.00, -0.44, 3.67], [-1.29, -0.66, 4.13], [-1.49, -0.70, 5.50], [-0.43, -0.55, 6.40], [0.87, -0.35, 5.96], [1.06, -0.30, 4.58], [2.18, -0.11, 3.79], [3.40, 0.90, 1.63], [3.26, -0.79, 1.13], [1.19, -0.12, 0.01], [3.55, 0.22, -1.11], [3.01, 1.90, -0.97], [-1.61, -1.01, -3.54], [-1.81, -0.91, -6.02], [-0.06, 0.15, -7.39], [1.99, 1.08, -6.34], [3.15, 1.37, -3.67], [-2.09, -0.83, 3.43], [-2.49, -0.88, 5.89], [-0.62, -0.60, 7.47], [1.70, -0.24, 6.65], [3.12, 0.00, 4.10], [-3.59, 3.42, -0.08], [-2.43, 2.55, 0.17], [-2.67, 0.84, 0.19], [-4.23, 0.81, 1.17], [-4.10, 0.93, 2.56], [-5.21, 1.04, 3.38], [-6.48, 1.03, 2.83], [-6.63, 0.90, 1.46], [-5.51, 0.79, 0.63], [-3.34, 0.48, -1.48], [-3.28, 1.39, -2.53], [-3.85, 1.08, -3.76], [-4.47, -0.15, -3.95], [-4.48, -1.08, -2.93], [-3.92, -0.77, -1.70], [-0.76, 3.02, -0.08], [-0.89, 4.84, -0.42], [-1.42, 5.77, 0.48], [-1.37, 7.13, 0.22], [-0.77, 7.59, -0.95], [-0.24, 6.68, -1.85], [-0.31, 5.32, -1.58], [-0.16, 3.22, 1.65], [-0.96, 3.13, 2.78], [-0.43, 3.37, 4.05], [0.91, 3.72, 4.19], [1.71, 3.82, 3.06], [1.19, 3.56, 1.80], [-4.31, 2.92, -0.72], [-3.29, 4.33, -0.57], [-4.10, 3.68, 0.85], [-3.11, 0.94, 3.00], [-5.09, 1.13, 4.45], [-7.36, 1.13, 3.46], [-7.62, 0.88, 1.02], [-5.66, 0.68, -0.43], [-2.78, 2.34, -2.39], [-3.80, 1.80, -4.57], [-4.91, -0.39, -4.91], [-4.93, -2.06, -3.09], [-3.92, -1.51, -0.90], [-1.87, 5.43, 1.40], [-1.79, 7.84, 0.92], [-0.71, 8.66, -1.15], [0.23, 7.04, -2.76], [0.11, 4.61, -2.29], [-2.00, 2.86, 2.67], [-1.06, 3.28, 4.92], [1.32, 3.91, 5.17], [2.76, 4.10, 3.16], [1.81, 3.65, 0.92], [-3.28, -3.50, 0.74], [-2.24, -4.42, 1.38], [-1.58, -3.75, 2.59], [-1.18, -4.94, 0.42], [-1.12, -6.31, 0.25], [-0.14, -6.95, -0.50], [0.86, -6.14, -1.07], [0.87, -4.77, -0.94], [2.04, -4.03, -1.56], [2.80, -3.18, -0.53], [1.60, -3.17, -2.74], [-0.21, -4.03, -0.23], [-0.23, -2.72, -0.17], [-4.08, -3.25, 1.45], [-3.73, -3.98, -0.14], [-2.79, -2.58, 0.41], [-2.78, -5.30, 1.75], [-1.02, -2.88, 2.25], [-0.89, -4.44, 3.08], [-2.33, -3.43, 3.33], [-1.87, -6.93, 0.75], [-0.12, -8.03, -0.62], [1.66, -6.62, -1.62], [2.74, -4.78, -1.94], [2.10, -2.47, -0.09], [3.63, -2.63, -1.01], [3.22, -3.81, 0.26], [0.89, -2.43, -2.36], [1.09, -3.79, -3.49], [2.45, -2.67, -3.22]]
}



{
  "formula": "C5H8INS",
  "method": "ωB97M-V with the def2-TZVPD basis set",
  "relative_energy_ev": 1.206,
  "lumo_energy_ev": 0.438,
  "charge": 0,
  "species": ["C", "N", "C", "S", "C", "C", "C", "I", "H", "H", "H", "H", "H", "H", "H", "H"],
  "coordinates": [[-1.34, 1.94, -0.44], [-0.40, 1.10, -0.54], [-0.19, -0.18, -0.30], [0.87, -0.25, 1.19], [0.91, 1.34, 1.96], [-0.34, -1.37, -1.04], [0.45, -2.60, -0.81], [-1.12, -0.91, -3.05], [-1.06, 2.98, -0.72], [-2.40, 1.79, -0.12], [1.86, 1.26, 2.46], [0.03, 1.50, 2.53], [1.04, 2.08, 1.28], [-0.19, -3.44, -1.14], [0.64, -2.64, 0.30], [1.25, -2.59, -1.57]]
}



{
  "formula": "C32H38CaN2O2PSe2",
  "method": "ωB97M-V with the def2-TZVPD basis set",
  "relative_energy_ev": 0.146,
  "lumo_energy_ev": 2.410,
  "charge": -1,
  "species": ["Ca", "C", "C", "C", "C", "C", "C", "C", "C", "C", "C", "H", "H", "H", "H", "H", "H", "H", "H", "H", "H", "H", "H", "H", "H", "Se", "P", "Se", "C", "C", "C", "C", "C", "C", "C", "C", "C", "C", "C", "C", "H", "H", "H", "H", "H", "H", "H", "H", "H", "H", "N", "C", "C", "O", "O", "H", "H", "H", "H", "H", "C", "C", "C", "C", "C", "C", "C", "C", "N", "H", "H", "H", "H", "H", "H", "H", "H", "H"],
  "coordinates": [[-0.25, 0.06, -0.60], [-2.61, -0.43, 4.10], [-2.99, -0.86, 2.69], [-2.21, -2.12, 2.29], [-2.81, 0.22, 1.65], [-3.50, 0.13, 0.44], [-3.33, 1.06, -0.57], [-2.48, 2.15, -0.40], [-2.28, 3.12, -1.53], [-1.78, 2.25, 0.80], [-1.94, 1.30, 1.82], [-2.84, -1.22, 4.82], [-3.14, 0.48, 4.40], [-1.54, -0.23, 4.17], [-4.06, -1.12, 2.69], [-1.14, -1.90, 2.26], [-2.51, -2.47, 1.31], [-2.37, -2.92, 3.01], [-4.16, -0.71, 0.28], [-3.83, 0.92, -1.52], [-3.23, 3.57, -1.83], [-1.87, 2.58, -2.39], [-1.59, 3.92, -1.26], [-1.09, 3.07, 0.96], [-1.37, 1.41, 2.73], [2.78, -3.43, 1.21], [2.30, -1.95, 2.67], [1.26, -0.11, 2.17], [1.35, -2.72, 4.03], [1.41, -4.10, 4.23], [0.71, -4.69, 5.27], [-0.05, -3.92, 6.13], [-0.12, -2.54, 5.94], [0.57, -1.95, 4.89], [3.83, -1.41, 3.53], [3.74, -0.57, 4.64], [4.88, -0.14, 5.29], [6.14, -0.54, 4.84], [6.23, -1.37, 3.73], [5.09, -1.80, 3.08], [1.99, -4.70, 3.55], [0.76, -5.77, 5.41], [-0.60, -4.38, 6.94], [-0.73, -1.93, 6.60], [0.49, -0.89, 4.72], [2.77, -0.23, 4.98], [4.80, 0.51, 6.15], [7.03, -0.20, 5.34], [7.21, -1.68, 3.37], [5.15, -2.46, 2.22], [-0.44, -3.69, -2.87], [0.91, -3.22, -2.59], [0.82, -2.23, -1.45], [-0.20, -2.44, -0.60], [1.53, -1.27, -1.31], [-0.42, -4.52, -3.46], [-0.95, -2.96, -3.36], [-0.75, -3.15, -1.00], [1.41, -2.71, -3.41], [1.54, -4.04, -2.24], [0.90, 1.30, -3.75], [-0.13, 0.50, -4.49], [-0.06, 0.38, -5.87], [-0.99, -0.36, -6.61], [-2.02, -0.98, -5.91], [-2.14, -0.88, -4.53], [-3.31, -1.50, -3.82], [-1.18, -0.15, -3.73], [-1.26, -0.11, -2.41], [1.59, 1.80, -4.44], [1.49, 0.68, -3.08], [0.42, 2.08, -3.13], [0.75, 0.89, -6.39], [-0.92, -0.44, -7.68], [-2.77, -1.54, -6.45], [-3.89, -2.14, -4.49], [-3.97, -0.73, -3.41], [-2.99, -2.08, -2.95]]
}



{
  "formula": "C4H5NO2",
  "method": "ωB97M-V with the def2-TZVPD basis set",
  "relative_energy_ev": 2.479,
  "lumo_energy_ev": 1.019,
  "charge": 0,
  "species": ["C", "N", "C", "C", "O", "C", "O", "H", "H", "H", "H", "H"],
  "coordinates": [[-1.20, -1.01, 0.13], [-1.23, -0.04, 0.94], [-0.45, 1.09, 0.42], [0.93, 0.51, 0.22], [1.43, 0.56, -1.21], [0.91, -0.60, -0.70], [-0.44, -1.05, -1.01], [-1.80, -1.90, 0.31], [-0.82, 1.38, -0.57], [-0.50, 1.95, 1.09], [1.61, 0.56, 1.08], [1.56, -1.46, -0.69]]
}



no.,maximum force (eV Å⁻¹),gap between HOMO and LUMO (Ha),HOMO (eV)
1,1.60,0.1183,-1.2
2,4.44,0.2994,-7.7
3,0.85,0.1789,-2.5
4,1.24,0.4144,-10.3